(1)
One molecule with the formula C27H31N5O2, computed with ωB97M-V with the def2-TZVPD basis set.

- Orbital gap: 7.671 eV
- HOMO energy: -6.994 eV
- Structure (SMILES): COc1ccc(-c2c(C)nn3c(N4CCN(Cc5ccccc5)CC4)cc(C)nc23)cc1OC

Geometry (Å):
C 4.48137 -0.78334 7.81993
O 4.83374 -1.32541 6.56961
C 4.13491 -1.00952 5.43680
C 4.67639 -1.54480 4.27188
C 4.11223 -1.33282 3.03139
C 2.96933 -0.54899 2.91554
C 2.41191 -0.02242 4.08049
C 2.96017 -0.24301 5.33307
O 2.39545 0.25934 6.48588
C 1.18434 0.96276 6.38206
H 0.39980 0.34995 5.92720
H 1.29995 1.88685 5.80604
H 0.90487 1.21003 7.40599
H 1.51341 0.56014 3.97638
C 2.32914 -0.26846 1.64071
C 0.98831 0.09152 1.45491
N -0.00160 0.26551 2.32683
C -1.17527 0.60659 1.85069
C -1.41292 0.79518 0.48042
C -0.39139 0.63183 -0.44557
N -0.50610 0.88931 -1.77614
C -1.74752 1.38078 -2.33865
H -1.48505 2.02552 -3.18377
C -2.60893 0.20625 -2.83549
N -1.90877 -0.62831 -3.79343
C -0.62047 -1.03394 -3.26521
C 0.23841 0.14500 -2.77662
H 0.45863 0.82270 -3.60706
H 1.17687 -0.20354 -2.34701
H -0.81137 -1.70187 -2.41750
H -0.08228 -1.59600 -4.03017
C -1.86866 -0.07806 -5.13839
C -3.25624 0.00019 -5.71853
C -4.09822 -1.10296 -5.64080
C -5.37346 -1.05003 -6.17144
C -5.82142 0.10548 -6.79118
C -4.98893 1.20749 -6.87297
C -3.71373 1.15548 -6.33566
H -3.06883 2.02122 -6.40064
H -5.33269 2.11190 -7.35342
H -6.81673 0.14654 -7.20834
H -6.02063 -1.91233 -6.10511
H -3.74135 -1.99613 -5.15119
H -1.27090 -0.76387 -5.74839
H -1.39362 0.91522 -5.19417
H -2.87517 -0.42528 -1.98129
H -3.52741 0.57601 -3.29452
H -2.28766 1.98847 -1.61515
N 0.81545 0.26561 0.08084
N 1.96495 0.06115 -0.57140
C 2.87305 -0.26337 0.34218
C 4.26994 -0.51623 -0.10136
H 4.40645 -0.09813 -1.09583
H 4.97564 -0.05956 0.58882
H 4.47092 -1.58628 -0.14967
H -2.40869 1.05241 0.16521
C -2.28730 0.79112 2.83533
H -3.12543 0.14267 2.58615
H -2.63950 1.82159 2.81801
H -1.93239 0.55192 3.83310
H 4.55428 -1.79820 2.16710
H 5.56537 -2.14733 4.37622
H 4.49398 0.30888 7.80616
H 3.49842 -1.12653 8.14990
H 5.24295 -1.14586 8.51123

(2)
A 10-piece molecular cluster, C57H133N13O13 overall, computed with ωB97M-V with the def2-TZVPD basis set.

- Orbital gap: 7.392 eV
- HOMO energy: -7.359 eV
- Structure (SMILES): CC1(C)CCCC(C)(C)N1O.CC1(C)CCCC(C)(C)N1O.CC1(C)CCCC(C)(C)N1O.CC1(C)CCCC(C)(C)N1O.COCCNCCOC.COCCNCCOC.COCCNCCOC.NC(N)=O.NC(N)=O.NC(N)=O

Geometry (Å):
C -2.28163 3.13031 1.57648
O -3.32456 3.08423 2.54535
C -3.14030 1.95601 3.50627
C -4.39568 1.46134 4.19472
N -5.40422 2.47210 4.36417
C -5.63197 2.88114 5.70944
C -6.38060 4.29798 5.95354
O -6.14240 5.10216 4.84123
C -7.08554 6.07158 4.48838
H -1.32409 3.24689 2.08405
H -2.37903 4.03756 0.98023
H -2.16810 2.37663 0.79726
H -2.40047 2.33731 4.21009
H -2.69562 1.09044 3.01520
H -4.36496 0.88491 5.11932
H -4.93056 0.85471 3.46397
H -5.42710 3.21916 3.68484
H -4.71450 2.88703 6.29794
H -5.98086 2.02089 6.28070
H -6.11953 4.76249 6.90442
H -7.41350 4.01673 6.15878
H -7.75915 5.63350 3.75188
H -6.62864 6.89078 3.93317
H -7.52771 6.61658 5.32238
C 3.90553 -0.87727 0.89952
O 2.63014 -0.42629 0.40901
C 2.48452 -0.36444 -0.97768
C 1.33172 0.60163 -1.33105
N 0.09985 -0.20352 -1.17501
C -1.08486 0.67679 -1.44513
C -2.42734 0.03150 -1.16786
O -2.72296 -0.05656 0.26585
C -4.07545 0.14777 0.39924
H 4.74894 -0.25203 1.19251
H 4.30095 -1.72003 0.33252
H 3.69689 -1.35263 1.85795
H 2.44744 -1.41877 -1.25172
H 3.46531 0.01567 -1.26346
H 1.26361 1.07867 -2.30875
H 1.33191 1.40338 -0.59261
H 0.01976 -0.71411 -0.30727
H -0.99532 0.93024 -2.50146
H -0.98798 1.52610 -0.76883
H -2.60222 -0.93391 -1.64273
H -3.09679 0.51355 -1.88029
H -4.40082 1.16784 0.19501
H -4.28260 0.01146 1.46066
H -4.74542 -0.54308 -0.11257
C 7.85111 -0.48752 1.70639
O 8.06076 -1.83363 1.29006
C 9.17883 -2.63884 1.55073
C 8.83540 -4.03976 1.12342
N 9.60460 -5.03573 1.69208
C 9.10303 -6.38600 1.21275
C 9.24757 -7.43832 2.32907
O 10.53752 -7.56061 2.94414
C 10.65746 -8.46846 3.96304
H 6.94496 0.03591 1.40142
H 8.72628 0.11851 1.47207
H 7.73814 -0.51778 2.79010
H 9.26157 -2.54898 2.63387
H 10.08689 -2.31459 1.04241
H 9.09929 -4.16056 0.07277
H 7.75374 -4.04988 1.25755
H 10.56263 -4.86307 1.42289
H 9.63473 -6.73696 0.32832
H 8.04575 -6.30460 0.96049
H 8.94831 -8.37904 1.86690
H 8.43075 -7.14899 2.99028
H 10.57198 -9.30005 3.26356
H 9.80742 -8.22868 4.60182
H 11.61594 -8.38529 4.47538
C 1.64502 9.01575 -0.00434
C 2.26936 7.70103 -0.63897
C 3.90595 7.96270 -0.59879
C 4.51123 6.67256 -1.14841
C 4.02705 5.32212 -0.36911
C 2.51419 5.11278 -0.27306
N 1.84894 6.42001 0.08975
O 0.53076 6.32615 0.23239
C 2.12419 4.45235 -1.68735
C 2.12410 4.04959 0.81446
C 1.81262 7.69535 -2.13823
H 0.56106 9.06079 -0.10970
H 2.11806 9.93070 -0.36101
H 1.64189 9.05647 1.08490
H 4.30143 8.79079 -1.18699
H 4.05152 8.25905 0.44000
H 5.57969 6.74759 -1.35059
H 4.17463 6.49327 -2.16951
H 4.40707 5.34226 0.65230
H 4.56684 4.53316 -0.89281
H 2.76212 4.77962 -2.50835
H 2.07527 3.36345 -1.68683
H 1.10968 4.73530 -1.96812
H 1.04445 3.93293 0.90846
H 2.50585 3.06088 0.55988
H 2.58694 4.22904 1.78487
H 2.01181 8.67434 -2.57413
H 0.75971 7.44884 -2.27503
H 2.32180 6.96412 -2.76605
H 0.49515 6.26112 1.18953
C 3.32221 -0.50958 -6.21133
C 4.85926 -0.33108 -5.98524
C 5.52447 0.18479 -7.23563
C 5.29110 1.63215 -7.59424
C 5.91002 2.47517 -6.49887
C 5.29676 2.25611 -5.11313
N 5.14175 0.76117 -4.93888
O 4.80268 0.42143 -3.64137
C 6.33231 2.84572 -4.21043
C 3.94871 2.96886 -4.93496
C 5.52652 -1.60020 -5.55041
H 2.85369 -0.90380 -5.30956
H 3.17734 -1.29223 -6.95602
H 2.81998 0.39404 -6.55678
H 6.60829 0.07176 -7.20981
H 5.23273 -0.29494 -8.16989
H 4.24435 1.81373 -7.83803
H 5.82941 1.76394 -8.53283
H 5.54708 3.40964 -6.92683
H 6.99220 2.54018 -6.61178
H 7.31520 2.90221 -4.67823
H 5.98300 3.82308 -3.87748
H 6.56748 2.17814 -3.38149
H 3.22368 2.65445 -5.68567
H 3.53888 2.71241 -3.95804
H 3.97926 4.04846 -5.08206
H 5.13548 -1.99086 -4.61096
H 6.61146 -1.49629 -5.53636
H 5.21370 -2.41761 -6.20009
H 5.71505 0.38164 -3.34542
C -1.78164 -3.93592 -0.46255
C -1.18465 -4.78639 0.76929
C -1.06964 -6.30538 0.19683
C -0.12583 -7.13665 1.06130
C 1.24732 -6.48496 0.91362
C 1.38664 -5.05105 1.44675
N 0.23626 -4.19728 1.00873
O 0.31022 -2.87727 1.40525
C 1.63646 -5.10254 3.00341
C 2.79896 -4.51720 0.79634
C -2.11253 -4.57795 1.98224
H -2.30816 -3.01689 -0.20516
H -2.48225 -4.56827 -1.00787
H -1.01612 -3.64587 -1.18224
H -1.99113 -6.81390 0.48031
H -0.87688 -6.44406 -0.86699
H -0.05362 -8.19334 0.80383
H -0.35744 -7.13247 2.12640
H 1.40085 -6.67948 -0.14784
H 1.99349 -7.10349 1.41236
H 2.03293 -6.06334 3.33169
H 2.30693 -4.36951 3.45200
H 0.76735 -5.14167 3.66009
H 2.90422 -4.66764 -0.27808
H 2.86392 -3.43799 0.93491
H 3.74037 -4.93405 1.15424
H -1.98797 -3.54132 2.29526
H -1.72428 -5.05613 2.88152
H -3.14116 -4.92660 1.89022
H 0.69562 -2.44693 0.63852
C -9.39639 -2.84756 -1.22229
C -9.56960 -2.65138 0.24710
C -10.05932 -4.04651 0.85562
C -8.98053 -5.06822 1.09203
C -7.77523 -4.47869 1.89397
C -7.12194 -3.15659 1.36480
N -8.31816 -2.21761 0.99648
O -7.84774 -0.98214 0.64471
C -6.34308 -2.50481 2.53609
C -6.11981 -3.49715 0.20342
C -10.78448 -1.66396 0.54969
H -8.46014 -3.30294 -1.54502
H -9.47960 -1.85876 -1.67336
H -10.17923 -3.43052 -1.70749
H -10.49278 -4.00674 1.85494
H -10.81059 -4.47544 0.19252
H -8.68201 -5.55382 0.16295
H -9.33965 -5.93481 1.64714
H -7.13886 -5.36188 1.83826
H -8.08310 -4.36226 2.93309
H -5.98882 -1.49902 2.31029
H -6.92996 -2.47048 3.45397
H -5.42847 -3.08587 2.65419
H -6.54298 -4.26406 -0.44533
H -5.92353 -2.67188 -0.48105
H -5.19569 -3.97400 0.53007
H -11.68661 -2.27147 0.47765
H -10.83552 -0.97671 -0.29481
H -10.80859 -1.08303 1.47166
H -8.32407 -0.41034 1.25113
C -5.84325 5.51959 -0.20002
O -6.26336 6.34405 0.61870
N -6.28030 5.23863 -1.44602
N -4.98521 4.59149 0.21612
H -5.96760 4.36293 -1.84032
H -7.08964 5.77678 -1.72073
H -4.93202 3.86080 -0.47911
H -4.63416 4.48023 1.15659
C 0.96952 1.10645 3.56781
O 1.17223 1.97246 4.45672
N 1.32509 1.12049 2.31337
N 0.27657 0.06376 3.92362
H 1.32652 2.04711 1.91155
H 1.20973 0.32649 1.69988
H 0.11106 0.10977 4.91891
H 0.38905 -0.85514 3.51979
C -5.55876 2.04130 -2.67664
O -5.12623 2.58640 -1.69679
N -4.92586 1.38160 -3.52552
N -6.77453 1.84244 -2.88329
H -3.92793 1.35340 -3.37237
H -5.31248 0.80426 -4.25853
H -7.01181 1.40974 -3.76452
H -7.52851 2.08208 -2.25544

(3)
C29H40BrN2O7P2Te4V as an isolated structure, computed with ωB97M-V with the def2-TZVPD basis set.

- Orbital gap (alpha / beta): 5.270 / 4.868 eV
- Spin multiplicity: 4
- HOMO energy (alpha / beta): -3.843 / -3.880 eV
- Expectation value of S²: 3.79
- Total charge: -1

Geometry (Å):
V 1.28462 0.94752 -0.31550
Br 7.19118 4.24753 2.82425
C 5.87878 3.02293 2.26429
C 6.22311 1.88625 1.56969
C 5.20818 1.23985 0.92733
C 3.87855 1.56273 1.06196
O 3.06786 0.79565 0.36087
C 3.56067 2.56855 1.90512
C 2.16144 2.81152 2.11532
N 1.22629 2.22129 1.43327
C -0.11354 2.72272 1.43816
C -0.64213 3.89887 1.92807
C -1.90917 4.28216 1.54791
C -2.63274 3.52222 0.65924
C -2.13591 2.31226 0.22818
C -2.92064 1.63344 -0.81253
C -2.79263 0.61017 -1.65775
C -0.83773 -0.54482 -0.28233
N -0.39311 0.61288 0.45987
C -0.93883 1.82991 0.70418
C 4.57447 3.35205 2.49703
H 7.25796 1.66307 1.43998
H 5.36341 0.43902 0.23029
H 1.81127 3.60918 2.80322
H -0.02689 4.58992 2.51550
H -2.32453 5.23239 1.86710
H -3.60008 3.83815 0.28951
H -3.85409 2.16033 -0.94078
H -3.60654 0.44934 -2.36916
H 0.10977 -1.06272 -0.51494
H 4.29399 4.27766 3.00899
Te 3.67203 0.91573 -3.08096
Te 5.85293 2.12215 -4.24475
Te 4.45728 5.59979 -2.73820
Te 2.23906 3.63380 -2.07955
C -1.75652 -2.27077 5.07229
C -2.07014 -1.17545 4.00742
C -3.36432 -1.38956 3.25740
O -0.94581 -0.89556 3.16114
P -0.26231 -1.67299 1.94568
O 1.05106 -1.13522 1.54046
C -1.46925 -1.63884 0.55537
P -1.18303 -0.11960 -2.07646
O 0.17120 0.79640 -1.95489
O -1.17517 -1.70831 -2.41346
C -1.42125 -2.39012 -3.65842
C -0.13872 -2.22081 -4.47198
C -1.94776 -3.76543 -3.25275
O -1.27697 0.27446 -3.70492
C -1.60719 1.43017 -4.49117
C -0.97559 2.72919 -3.97826
C -3.11549 1.67792 -4.60546
O 0.00737 -3.14113 2.51097
C 1.20420 -3.85586 2.07971
C 2.19917 -4.04367 3.19970
C 0.72026 -5.23266 1.63875
H -2.47818 -2.28132 5.86312
H -0.78117 -2.00547 5.50464
H -1.65791 -3.26992 4.63507
H -2.17878 -0.20888 4.53608
H -3.30760 -2.32659 2.67327
H -3.55170 -0.51388 2.61226
H -4.16087 -1.46423 3.98740
H -2.47509 -1.31954 0.87440
H -1.50984 -2.58271 0.00069
H -2.20307 -1.83064 -4.20079
H 0.70325 -2.72565 -3.98302
H 0.06341 -1.14947 -4.55431
H -0.25203 -2.62675 -5.47519
H -1.20574 -4.30822 -2.69491
H -2.31340 -4.36080 -4.09572
H -2.77636 -3.55100 -2.59353
H -1.19506 1.22480 -5.47391
H -1.38988 2.93260 -2.98108
H -1.19655 3.55342 -4.63139
H 0.12288 2.66020 -3.93686
H -3.50401 2.18427 -3.69727
H -3.61823 0.70230 -4.69638
H -3.33003 2.29558 -5.48557
H 1.69696 -3.26771 1.29175
H 1.80541 -4.66488 4.00847
H 2.53091 -3.09513 3.65863
H 3.08357 -4.55231 2.78226
H 0.29180 -5.74263 2.50102
H 1.57701 -5.82629 1.30767
H -0.01778 -5.13481 0.85915

(4)
One molecule with the formula C4H5Cl, computed with ωB97M-V with the def2-TZVPD basis set.

- Orbital gap: 10.141 eV
- HOMO energy: -9.176 eV
- Structure (SMILES): C=C/C=C/Cl

Geometry (Å):
C 0.37928 -0.29141 0.18287
C -0.47472 0.68431 -0.13503
C -1.90838 0.55089 0.16174
C -2.50155 -0.61958 -0.18774
H 0.02785 -1.13734 0.72916
H -0.34067 1.59282 -0.70731
H -2.46646 1.27012 0.68450
H -3.37324 -0.94896 0.23544
H -2.02597 -1.40688 -0.65332
Cl 2.07122 -0.07735 -0.02468

Computed max |F|, in the same sequence as the records: 0.990; 9.469; 2.734; 3.985 eV/Å.
Computed E, in the same sequence as the records: -40046.710; -107237.440; -191519.528; -16749.607 eV.